1.
Formula: C10H9Br3N2O2S
Source: the Open Molecules 2025 dataset
Level of theory: ωB97M-V with the def2-TZVPD basis set

XYZ file:
```
27
Properties=species:S:1:pos:R:3:mulliken_charge:R:1
C 2.14966 0.35246 0.70458 -0.70
C 2.00851 1.26975 -0.47168 0.70
O 2.41828 2.39839 -0.52560 -0.56
O 1.32104 0.69204 -1.50802 -0.31
C 0.21864 1.45465 -2.00827 -1.07
C -1.03469 1.13995 -1.23053 0.56
C -1.77926 2.21825 -0.65561 -0.61
C -2.92057 2.02472 0.05152 -0.77
C -3.36611 0.69477 0.23054 0.90
N -4.44649 0.28399 0.90399 -0.68
S -4.47688 -1.30460 0.79443 0.20
N -3.16454 -1.58678 -0.08180 -0.67
C -2.62665 -0.38649 -0.33607 0.73
C -1.45063 -0.14615 -1.07908 -0.53
H 3.11285 0.47812 1.18697 0.35
H 2.01199 -0.68222 0.40260 0.09
H 1.33214 0.59525 1.38446 0.28
H 0.10488 1.17942 -3.05380 0.35
H 0.43422 2.51951 -1.94461 0.47
H -1.42659 3.23361 -0.77904 0.34
H -3.47947 2.84802 0.46900 0.42
H -0.88491 -0.95207 -1.52357 0.51
C 3.19129 -3.79374 1.82978 -0.34
Br 4.60258 -3.34145 0.60440 0.00
Br 3.47743 -3.00368 3.55926 -0.01
Br 1.46913 -3.31990 1.11866 0.00
H 3.20413 -4.86581 1.95750 0.34
```

The calculation puts the orbital gap at 8.6 eV. For the HOMO energy, the calculation gives -9.2 eV. As for the LUMO energy: -0.0249 Eh. As for the energy: -8766.6755 Ha.


2.
Formula: C10H9Cl
Source: the Open Molecules 2025 dataset
Level of theory: ωB97M-V with the def2-TZVPD basis set

XYZ file:
```
20
Properties=species:S:1:pos:R:3:mulliken_charge:R:1
C 2.26156 1.12175 -0.03204 -1.16
C 1.03969 0.83813 0.81776 0.79
Cl 0.75960 1.87193 2.22902 -0.21
C 1.35158 -0.81315 1.60793 -0.73
C 0.46135 -1.64094 1.04029 -0.85
C -0.49805 -0.90045 0.27973 0.67
C -1.52431 -1.50715 -0.44192 -0.60
C -2.41736 -0.70852 -1.23986 -0.41
C -2.16699 0.65130 -1.33691 -0.55
C -1.01728 1.20712 -0.77083 -0.14
C -0.20421 0.48481 0.04295 -0.15
H 2.38858 2.00280 -0.65666 0.32
H 2.24463 0.20131 -0.67764 0.35
H 3.12991 1.07842 0.67440 0.32
H 2.15665 -0.96754 2.23292 0.48
H 0.46995 -2.63945 1.25862 0.52
H -1.73209 -2.51603 -0.22135 0.41
H -3.15027 -1.22771 -1.84062 0.38
H -2.73121 1.13002 -2.19591 0.26
H -0.82172 2.33336 -0.76987 0.27
```

The calculation puts the orbital gap at 9.1 eV. As for the energy above the lowest of the compared OMol25 structures with the same formula, charge and spin: 14.84 kJ/mol. For the HOMO energy, the calculation gives -8.6 eV. As for the LUMO energy: 0.0217 Eh. As for the structure (SMILES): C[C@]1(Cl)C=Cc2ccccc21. As for the energy: -846.5723 Ha.


3.
Formula: C10H9Cl2IO3
Source: the Open Molecules 2025 dataset
Level of theory: ωB97M-V with the def2-TZVPD basis set

XYZ file:
```
25
Properties=species:S:1:pos:R:3:mulliken_charge:R:1
C -1.23528 -1.89818 1.80084 -1.32
C -2.14014 -0.83765 1.26458 0.72
Cl -3.45780 -0.46351 2.29903 -0.19
C -1.99152 -0.22610 0.08324 -0.14
Cl -3.16172 0.92197 -0.48446 -0.17
C -0.89657 -0.43769 -0.85802 0.96
C 0.43081 -0.37750 -0.70046 0.37
C 1.24671 -0.04265 0.49474 -0.80
C 2.13344 1.19521 0.25589 -0.86
C 1.34964 2.41140 -0.20776 -1.01
I -0.03013 3.11028 1.27550 0.02
C 1.04357 -0.65043 -2.03332 0.26
O 2.15481 -0.97958 -2.29035 -0.52
O 0.04798 -0.52719 -2.98439 -0.29
C -1.15872 -0.72778 -2.30943 0.07
O -2.12001 -1.15127 -2.84778 -0.49
H -0.63496 -1.47860 2.61432 0.29
H -0.55446 -2.27914 1.04401 0.29
H -1.81783 -2.70506 2.24163 0.45
H 1.87978 -0.90114 0.73644 0.39
H 0.61125 0.16215 1.35406 0.23
H 2.58341 1.43483 1.22116 0.40
H 2.93151 0.97053 -0.45279 0.43
H 2.01334 3.24806 -0.40467 0.49
H 0.77288 2.22903 -1.11202 0.41
```

The calculation puts the orbital gap at 8.6 eV. As for the energy above the lowest of the compared OMol25 structures with the same formula, charge and spin: 0.00 kJ/mol. For the HOMO energy, the calculation gives -9.5 eV. As for the LUMO energy: -0.0364 Eh. As for the structure (SMILES): C/C(Cl)=C(/Cl)C1=C(CCCI)C(=O)OC1=O. As for the energy: -1830.2653 Ha.


4.
Formula: C10H9Cl2NOPb
Source: the Open Molecules 2025 dataset
Level of theory: ωB97M-V with the def2-TZVPD basis set

XYZ file:
```
24
Properties=species:S:1:pos:R:3:mulliken_charge:R:1
Pb 0.10493 -0.88142 -0.78667 0.79
C -0.61808 0.85849 -2.32275 -1.30
H -1.11846 0.25948 -3.11087 0.35
H -1.37750 1.55464 -1.92966 0.30
H 0.22343 1.39401 -2.80319 0.33
H 1.63588 2.38420 0.02737 0.14
H 1.05407 2.18472 0.48495 -0.14
Cl -4.39267 -1.24322 1.66213 -0.19
C -2.88893 -1.63908 2.33020 0.18
C -2.80855 -2.39200 3.50095 -0.47
C -1.58770 -2.73024 4.06799 0.53
Cl -1.52430 -3.69987 5.47866 -0.26
C -0.35874 -2.28691 3.48374 0.29
C 0.93395 -2.61039 3.96666 -0.65
C 2.04185 -2.14932 3.28043 -0.51
C 1.89842 -1.39962 2.10677 -0.34
N 0.67556 -1.12364 1.58562 -0.38
C -0.43451 -1.51776 2.28732 0.00
C -1.70266 -1.24608 1.67321 0.70
O -1.75813 -0.72683 0.48324 -0.92
H -3.71650 -2.72854 3.96836 0.45
H 1.04800 -3.21994 4.86623 0.37
H 3.06172 -2.36648 3.63491 0.34
H 2.77454 -1.02269 1.57870 0.38
```

The calculation puts the orbital gap at 6.8 eV. For the HOMO energy, the calculation gives -7.4 eV. As for the LUMO energy: -0.0231 Eh. As for the energy: -1629.6351 Ha.


5.
Formula: C10H9ClN2O3
Source: the Open Molecules 2025 dataset
Level of theory: ωB97M-V with the def2-TZVPD basis set

XYZ file:
```
25
Properties=species:S:1:pos:R:3:mulliken_charge:R:1
H -2.53061 1.04749 2.59026 0.31
N -2.94557 0.19193 2.17957 -0.78
C -2.29185 -0.28055 1.18494 0.37
O -2.78597 -1.40279 0.59080 -0.43
C -1.85630 -1.72895 -0.37785 0.13
C -1.94328 -2.75503 -1.32976 -0.81
C -0.93495 -2.94191 -2.24586 -0.47
C 0.11650 -2.04429 -2.28670 0.21
Cl 1.20709 -2.06190 -3.63323 -0.22
C 0.23358 -1.00901 -1.34108 -0.68
C -0.79058 -0.85604 -0.37548 0.76
N -1.04905 0.09745 0.65256 0.20
C -0.30371 1.14440 1.08675 0.67
O -0.87659 2.01991 1.75702 -0.67
O 1.00730 1.19324 0.76673 -0.25
C 1.72994 2.36450 1.20878 -0.25
C 3.14345 2.24631 0.62303 -1.22
H -2.74958 -3.45692 -1.29950 0.41
H -0.97152 -3.73259 -2.96880 0.43
H 1.07656 -0.33351 -1.36878 0.62
H 1.77291 2.42187 2.28611 0.31
H 1.30057 3.30619 0.87518 0.33
H 3.68147 3.11985 0.86617 0.44
H 3.12967 2.09885 -0.47940 0.29
H 3.63053 1.35151 1.03851 0.30
```

The calculation puts the orbital gap at 9.3 eV. As for the energy above the lowest of the compared OMol25 structures with the same formula, charge and spin: 0.00 kJ/mol. For the HOMO energy, the calculation gives -8.7 eV. As for the LUMO energy: 0.0214 Eh. As for the structure (SMILES): [H]/N=c1/oc2ccc(Cl)cc2n1C(=O)OCC. As for the energy: -1181.9016 Ha.


6.
Formula: C10H9F6N5O4S3Ti
Source: the Open Molecules 2025 dataset
Level of theory: ωB97M-V with the def2-TZVPD basis set

XYZ file:
```
38
Properties=species:S:1:pos:R:3:mulliken_spin:R:1
Ti -0.17860 -0.23925 0.58906 1.72
C 1.37492 3.77903 -0.00257 -0.01
C 1.11951 2.30857 0.03224 0.08
N 0.13302 1.77820 0.69460 -0.05
N -0.61942 2.57149 1.52418 -0.01
C -0.97086 1.88722 2.58401 0.02
N -1.77244 2.50292 3.48431 0.00
S -0.47270 0.24261 2.95844 -0.04
C 2.04600 1.31535 -0.49930 0.10
C 3.12266 1.61799 -1.33764 0.01
C 4.01437 0.62545 -1.67953 0.02
C 3.82953 -0.66479 -1.18685 0.03
C 2.72371 -0.90931 -0.40567 0.02
N 1.84746 0.04517 -0.06718 0.03
H 1.24921 4.18887 0.99922 0.01
H 0.64701 4.28137 -0.64281 0.01
H 2.37482 4.01386 -0.35831 0.00
H -1.95441 3.48426 3.35973 0.00
H -1.89699 2.09203 4.39029 0.00
H 3.24585 2.62284 -1.71366 0.01
H 4.84913 0.84712 -2.33118 0.00
H 4.51508 -1.46483 -1.42421 0.00
H 2.50304 -1.90086 -0.02907 0.00
F -4.75382 -2.69982 0.79225 0.00
C -3.86666 -1.74851 1.05228 0.00
F -4.45409 -0.76203 1.71485 0.00
F -2.88324 -2.25201 1.78912 0.00
S -3.19204 -1.09368 -0.53764 0.00
O -2.24058 -0.05164 -0.14516 0.00
O -4.32052 -0.69186 -1.29700 0.00
N -2.45479 -2.35820 -1.13437 0.00
S -0.89734 -2.39047 -1.11138 0.02
O -0.31824 -2.53503 0.22782 0.00
O -0.24933 -1.32428 -1.84155 0.01
C -0.59221 -3.99551 -1.96294 0.00
F 0.72360 -4.13952 -2.08769 0.00
F -1.07837 -4.98794 -1.23650 0.00
F -1.15223 -3.99480 -3.16021 0.00
```

The calculation puts the orbital gap (spin up / spin down) at 6.4 / 7.6 eV. As for the energy above the lowest of the compared OMol25 structures with the same formula, charge and spin: 0.00 kJ/mol. For the HOMO energy (spin up / spin down), the calculation gives -6.8 / -8.3 eV. As for the LUMO energy (spin up / spin down): -0.0149 / -0.0272 Eh. As for the expectation value of S²: 2.02. As for the energy: -3604.5001 Ha. Its spin multiplicity is 3.